[1]
Below is an isolated molecule of C11H11N3O4 at a distorted geometry, with properties calculated with the ωB97M-V functional and the def2-TZVPD basis.

Output
* SMILES string: NNc1ccc(C(=O)ON2C(=O)CCC2=O)cc1
* HOMO-LUMO gap: 8.80 eV
* HOMO level: -8.28 eV

ORCA input file:
```
! RIJCOSX wB97M-V def2-TZVPD def2/J DEFGRID3
* xyz 0 1
N 0.1083 4.8134 3.4249
N -0.6367 3.5676 3.5070
C -0.4293 2.4708 2.7375
C -1.2581 1.3698 2.9210
C -1.2880 0.2309 2.1638
C -0.3660 0.1577 1.1110
C -0.3318 -1.0763 0.2100
O -0.7456 -2.1725 0.5935
O 0.3590 -0.8546 -0.9714
N 0.3164 -1.9645 -1.8156
C 1.4042 -2.8112 -2.0993
O 2.2636 -3.0406 -1.2739
C 1.3454 -3.3739 -3.5468
C -0.0811 -3.0940 -3.9503
C -0.3940 -1.9427 -2.9992
O -1.1484 -0.9853 -3.1455
C 0.2619 1.3709 0.7103
C 0.2922 2.4688 1.5136
H 1.0234 4.7323 3.8065
H 0.0976 5.2749 2.4982
H -1.5170 3.6457 4.0155
H -1.7678 1.1796 3.8250
H -1.9657 -0.5496 2.4917
H 1.6165 -4.4456 -3.6822
H 2.0338 -2.8255 -4.1650
H -0.7373 -3.9837 -3.7950
H -0.1396 -2.7266 -5.0028
H 0.6393 1.2848 -0.3376
H 1.0446 3.2795 1.2551
*
```

In elementary charge units, the Mulliken charges are: N -0.68; N -0.15; C 0.71; C -0.39; C -0.67; C 0.24; C 0.62; O -0.58; O -0.15; N 0.14; C 0.25; O -0.58; C -0.41; C -0.37; C 0.35; O -0.61; C -0.57; C -0.33; H 0.25; H 0.25; H 0.23; H 0.30; H 0.38; H 0.30; H 0.27; H 0.27; H 0.27; H 0.41; H 0.25

***

[2]
Below is an isolated molecule of C4H8N2S at a distorted geometry, with properties calculated with the ωB97M-V functional and the def2-TZVPD basis.

Output
* <S²>: 2.03
* HOMO-LUMO gap (spin up / spin down): 8.09 / 7.05 eV
* HOMO level (spin up / spin down): -7.17 / -8.46 eV

ORCA input file:
```
! RIJCOSX wB97M-V def2-TZVPD def2/J DEFGRID3
* xyz 0 3
C 1.4352 0.4007 0.1601
C 1.4830 0.7996 -1.1433
C 0.0727 -0.2494 1.9581
C -1.5212 -0.6543 -1.2751
N 0.3168 -0.1162 0.6152
N -1.1471 0.6912 -0.9668
S 0.0068 1.4678 -1.7884
H 2.2757 0.3365 0.7843
H 2.3599 1.0287 -1.7157
H 0.5927 0.5220 2.6009
H -1.0785 -0.0125 2.1739
H 0.4111 -1.2621 2.5221
H -2.0533 -0.6662 -2.1505
H -0.6990 -1.3712 -1.1858
H -2.4549 -0.9146 -0.5891
*
```

In elementary charge units, the Mulliken charges are: C 0.00; C -0.63; C -0.96; C -0.65; N -0.09; N -0.24; S 0.03; H 0.46; H 0.36; H 0.32; H 0.28; H 0.24; H 0.37; H 0.30; H 0.20

***

[3]
Below is an isolated molecule of C5H8N2, with properties calculated with the ωB97M-V functional and the def2-TZVPD basis.

Output
* SMILES string: Cc1cnn(C)c1
* HOMO-LUMO gap: 9.78 eV
* HOMO level: -8.79 eV

ORCA input file:
```
! RIJCOSX wB97M-V def2-TZVPD def2/J DEFGRID3
* xyz 0 1
C 2.3935 -0.1032 -0.2095
C 1.0032 -0.1947 0.3300
C 0.4543 0.7771 1.1959
N -0.8632 0.8265 1.1297
N -1.1968 -0.1596 0.2780
C -2.4404 -0.0320 -0.4509
C -0.1018 -0.8086 -0.2084
H 2.4206 0.8660 -0.7217
H 2.6079 -0.8699 -0.9563
H 3.1788 -0.0892 0.5508
H 1.0175 1.4349 1.8463
H -2.3311 0.7215 -1.2427
H -3.2214 0.2801 0.2414
H -2.6977 -0.9872 -0.9138
H -0.2235 -1.6617 -0.8687
*
```

In elementary charge units, the Mulliken charges are: C -1.14; C 0.39; C -0.31; N -0.92; N 0.59; C -0.78; C -0.44; H 0.25; H 0.34; H 0.32; H 0.43; H 0.31; H 0.27; H 0.31; H 0.39

***

[4]
Below is a structure of composition CH2CoF at a distorted geometry, with properties calculated with the ωB97M-V functional and the def2-TZVPD basis.

Output
* <S²>: 6.01
* HOMO-LUMO gap (spin up / spin down): 9.48 / 9.70 eV
* HOMO level (spin up / spin down): -23.41 / -25.78 eV

ORCA input file:
```
! RIJCOSX wB97M-V def2-TZVPD def2/J DEFGRID3
* xyz 2 5
H 0.8965 -0.6545 -0.7290
Co 0.6419 1.4046 0.8919
C 0.0002 -0.4113 0.0146
F -0.7560 0.7486 -0.5646
H -0.7826 -1.0874 0.3871
*
```

In elementary charge units, the Mulliken charges are: H 0.42; Co 1.34; C -0.01; F -0.18; H 0.43

***

[5]
Below is a cluster of 2 separate species, C5H10O in total at a distorted geometry, with properties calculated with the ωB97M-V functional and the def2-TZVPD basis.

Output
* SMILES string: C=C1C[C@H]1O.C
* HOMO-LUMO gap: 9.92 eV
* HOMO level: -9.16 eV

ORCA input file:
```
! RIJCOSX wB97M-V def2-TZVPD def2/J DEFGRID3
* xyz 0 1
C -0.2504 -1.5432 1.1693
C 0.1959 -0.8076 0.1668
C 0.3211 -0.7698 -1.2925
C 1.3865 -0.1440 -0.4053
O 1.6069 1.2161 -0.6420
H 0.1274 -1.4036 2.1781
H -1.0683 -2.2419 1.0127
H 0.4640 -1.7296 -1.7714
H -0.2126 -0.0250 -1.8864
H 2.2810 -0.7076 -0.1598
H 1.9265 1.6320 0.1687
C -1.3536 1.3192 0.2776
H -1.6029 1.9025 1.1567
H -0.5274 1.7938 -0.2657
H -2.1939 1.1659 -0.4007
H -1.1001 0.3426 0.6940
*
```

In elementary charge units, the Mulliken charges are: C -0.79; C 0.32; C -0.63; C -0.11; O -0.53; H 0.27; H 0.27; H 0.25; H 0.23; H 0.33; H 0.31; C -1.02; H 0.38; H 0.22; H 0.27; H 0.24

***

[6]
Below is a structure of composition C26H35Cl2N8O3PbS4 at a distorted geometry, with properties calculated with the ωB97M-V functional and the def2-TZVPD basis.

Output
* HOMO-LUMO gap: 7.00 eV
* HOMO level: -10.02 eV

ORCA input file:
```
! RIJCOSX wB97M-V def2-TZVPD def2/J DEFGRID3
* xyz 1 1
Pb 0.0131 0.3414 -0.3392
Cl -1.7027 -0.2893 -2.5754
C -1.1816 -1.8183 -3.2338
C -1.7972 -2.2398 -4.3998
C -1.4292 -3.4373 -4.9829
C -0.4579 -4.2179 -4.3773
C 0.1417 -3.7927 -3.2075
Cl 1.3391 -4.7998 -2.4813
C -0.1851 -2.5631 -2.6023
S 0.7016 -2.0781 -1.1751
H -2.5603 -1.6198 -4.8448
H -1.8940 -3.7552 -5.9037
H -0.1551 -5.1579 -4.8129
N 0.6708 1.9979 1.9127
N 1.9862 2.2000 2.3001
C 2.9859 1.5541 1.6858
N 4.2353 1.8552 2.0563
S 2.7376 0.3393 0.5391
H 0.2769 2.8539 1.5237
H 0.1055 1.7125 2.7064
H 2.1876 2.9985 2.8934
H 4.4403 2.5857 2.7180
H 4.9952 1.3566 1.6271
N 0.7595 2.2102 -2.2462
C 0.4052 3.4773 -1.6984
C 1.2153 4.0698 -0.7308
C 0.7629 5.1952 -0.0475
C -0.4667 5.7468 -0.3636
C -1.2342 5.2102 -1.3822
C -0.8070 4.0714 -2.0436
S -1.2466 7.0002 0.6755
O -1.4294 8.1802 -0.1118
O -0.3906 7.0876 1.8427
O -2.5339 6.3151 1.0093
H 0.2617 2.0437 -3.1124
H 1.7605 2.1165 -2.3731
H 2.1793 3.6256 -0.5090
H 1.3560 5.6752 0.7206
H -2.1595 5.7065 -1.6375
H -1.4249 3.6264 -2.8129
C 1.2973 -3.4336 3.2431
C 1.2939 -2.4063 2.0882
N -0.0075 -1.7571 2.0061
C -0.3541 -1.1599 3.2848
C -0.5566 -2.2713 4.3426
N -0.1057 -3.5575 3.7347
C -1.0075 -3.9244 2.6040
C -1.0240 -2.7298 1.6225
H 1.9174 -3.1078 4.0781
H 1.6465 -4.4108 2.9109
H 1.5000 -2.8798 1.1297
H 2.0549 -1.6449 2.2467
H -1.2680 -0.5817 3.1556
H 0.4431 -0.4807 3.5893
H -1.6062 -2.3724 4.6174
H 0.0234 -2.0845 5.2456
H -0.1420 -4.2892 4.4439
H -1.9993 -4.1361 3.0015
H -0.6157 -4.8254 2.1325
H -1.9914 -2.2266 1.6188
H -0.8017 -3.0669 0.6114
N -3.5191 3.0566 0.6009
C -2.7829 2.4285 1.5183
S -2.4384 0.7623 1.2973
N -2.3456 3.1745 2.5307
C -1.7221 2.7895 3.7279
C -2.0080 1.5806 4.3585
C -1.3552 1.2474 5.5361
C -0.4149 2.1054 6.0823
C -0.1432 3.3186 5.4623
C -0.7979 3.6732 4.2952
H -3.9638 2.5423 -0.1367
H -3.7384 4.0358 0.7729
H -2.5480 4.2277 2.3952
H -2.7633 0.9311 3.9448
H -1.5942 0.3163 6.0338
H 0.0764 1.8458 7.0098
H 0.5827 3.9917 5.8980
H -0.6443 4.6362 3.8207
*
```

In elementary charge units, the Mulliken charges are: Pb 0.79; Cl -0.10; C 0.89; C -0.81; C -0.43; C -0.70; C 0.14; Cl -0.21; C -0.18; S -0.35; H 0.45; H 0.38; H 0.43; N 1.25; N -0.41; C 0.72; N -0.47; S -0.47; H -0.16; H -0.82; H 0.25; H 0.19; H 0.24; N -0.49; C 0.77; C -0.28; C -0.63; C -0.10; C -0.90; C -0.69; S 1.24; O -0.66; O -0.70; O -0.72; H 0.23; H 0.26; H 0.39; H 0.52; H 0.45; H 0.37; C -0.87; C -0.40; N 0.80; C 0.24; C -1.17; N 0.13; C -0.88; C -0.18; H 0.32; H 0.36; H 0.41; H 0.23; H -0.57; H 0.32; H 0.30; H 0.35; H 0.33; H 0.33; H 0.36; H 0.51; H 0.15; N -0.28; C 0.51; S -0.40; N -0.17; C -1.00; C -0.03; C -0.66; C -0.72; C -0.74; C -0.05; H 0.26; H 0.14; H 0.21; H 0.93; H 0.57; H 0.44; H 0.50; H 0.68

***

Relative energy (zero: lowest compared OMol25 entry of this formula, charge and spin) readings, ordered: 21.34 58.77 21.75 0.00 80.76 12.03 kcal per mole